[1]
The following is a quantum chemistry calculation of a cluster of 14 separate species, C51H108N9O20P5 in total in a non-equilibrium geometry, from the Open Molecules 2025 dataset.

The geometry in XYZ format:
```
193
Properties=species:S:1:pos:R:3:lowdin_charge:R:1
C 10.71 -14.93 9.19 -0.081
C 9.17 -14.95 9.40 -0.255
C 8.39 -15.83 8.52 -0.226
C 8.61 -17.22 8.70 -0.208
N 8.83 -18.35 8.81 0.205
H 11.19 -14.14 9.76 0.072
H 10.97 -14.74 8.15 0.073
H 11.19 -15.86 9.50 0.044
H 8.80 -13.95 9.18 0.113
H 8.99 -15.14 10.46 0.110
H 8.65 -15.66 7.47 0.139
H 7.34 -15.63 8.74 0.111
C 11.12 -25.38 7.45 -0.096
C 11.41 -24.01 6.86 -0.260
C 12.89 -23.76 6.61 -0.201
C 13.42 -24.68 5.62 -0.225
N 13.91 -25.40 4.82 0.131
H 11.63 -26.18 6.90 0.072
H 10.06 -25.64 7.47 0.065
H 11.53 -25.46 8.46 0.037
H 11.06 -23.23 7.54 0.092
H 10.87 -23.77 5.94 0.091
H 13.48 -23.79 7.53 0.117
H 13.03 -22.78 6.15 0.104
C 9.27 -19.68 15.99 -0.102
C 10.34 -18.85 16.72 -0.252
C 11.10 -17.87 15.85 -0.193
C 12.04 -18.52 14.94 -0.203
N 12.81 -19.06 14.23 0.165
H 8.89 -20.56 16.51 0.070
H 9.71 -19.92 15.02 0.058
H 8.35 -19.13 15.82 0.061
H 11.10 -19.52 17.10 0.102
H 9.80 -18.36 17.53 0.112
H 11.63 -17.09 16.39 0.122
H 10.35 -17.34 15.27 0.112
C 7.36 -27.98 7.52 -0.100
C 5.94 -27.99 8.09 -0.225
C 5.12 -26.82 7.43 -0.164
C 5.79 -25.48 7.32 -0.219
N 6.33 -24.47 7.28 0.154
H 7.41 -28.30 6.48 0.084
H 7.96 -28.69 8.09 0.050
H 7.91 -27.04 7.61 0.059
H 5.97 -27.85 9.17 0.088
H 5.41 -28.94 8.05 0.103
H 4.19 -26.61 7.96 0.106
H 4.79 -26.99 6.40 0.112
C 10.90 -20.67 10.08 -0.102
C 12.29 -20.05 10.55 -0.207
C 12.17 -18.52 10.62 -0.199
C 11.11 -18.01 11.49 -0.216
N 10.22 -17.59 12.11 0.178
H 10.20 -20.61 10.91 0.044
H 11.05 -21.75 9.98 0.049
H 10.52 -20.18 9.18 0.035
H 13.05 -20.36 9.83 0.105
H 12.48 -20.44 11.55 0.090
H 12.03 -18.20 9.58 0.108
H 13.12 -18.13 10.97 0.116
C 12.67 -22.02 15.57 -0.128
C 13.14 -23.03 16.63 -0.209
C 12.22 -24.30 16.79 -0.158
C 10.81 -23.95 16.83 -0.246
N 9.70 -23.67 16.84 0.182
H 11.67 -21.64 15.74 0.047
H 12.59 -22.40 14.55 0.037
H 13.48 -21.29 15.54 0.059
H 13.22 -22.51 17.58 0.102
H 14.12 -23.42 16.35 0.102
H 12.37 -24.89 17.70 0.118
H 12.26 -24.89 15.87 0.084
C 3.07 -19.61 8.55 -0.114
C 4.28 -19.49 9.41 -0.269
C 5.60 -19.26 8.64 -0.180
C 5.59 -17.96 7.97 -0.236
N 5.61 -16.97 7.43 0.168
H 2.17 -19.83 9.12 0.077
H 3.21 -20.27 7.69 0.083
H 2.80 -18.63 8.17 0.076
H 4.43 -20.41 9.98 0.100
H 4.19 -18.69 10.15 0.091
H 5.75 -20.08 7.93 0.121
H 6.42 -19.20 9.36 0.070
C 15.03 -27.64 11.87 -0.096
C 13.83 -27.22 10.98 -0.238
C 13.42 -25.74 10.98 -0.167
C 13.27 -25.17 12.31 -0.191
N 13.11 -24.68 13.33 0.194
H 15.21 -28.71 11.84 0.073
H 14.84 -27.44 12.92 0.061
H 15.91 -27.12 11.47 0.074
H 12.98 -27.82 11.32 0.083
H 14.08 -27.61 9.99 0.113
H 12.54 -25.66 10.35 0.076
H 14.20 -25.14 10.53 0.123
C 6.27 -20.76 13.36 -0.080
C 7.18 -19.96 12.43 -0.252
C 7.17 -18.46 12.69 -0.199
C 5.88 -17.77 12.55 -0.230
N 4.88 -17.30 12.39 0.153
H 6.64 -21.79 13.42 0.060
H 5.27 -20.75 12.93 0.066
H 6.21 -20.33 14.36 0.075
H 6.88 -20.12 11.40 0.085
H 8.22 -20.29 12.41 0.092
H 7.77 -18.11 11.85 0.074
H 7.66 -18.23 13.63 0.099
C 7.30 -31.18 10.13 -0.099
O 8.41 -30.32 10.04 -0.238
P 9.26 -30.09 11.38 0.534
O 9.87 -31.37 11.89 -0.248
O 10.41 -28.95 11.00 -0.218
C 9.97 -27.85 10.26 -0.135
O 8.22 -29.33 12.45 -0.237
C 7.87 -30.09 13.59 -0.131
H 7.04 -31.39 11.17 0.075
H 7.50 -32.09 9.57 0.104
H 6.44 -30.60 9.80 0.082
H 10.55 -27.01 10.66 0.068
H 8.91 -27.60 10.28 0.077
H 10.36 -27.83 9.25 0.090
H 7.42 -29.34 14.24 0.076
H 8.64 -30.68 14.08 0.093
H 7.01 -30.73 13.37 0.078
C 6.70 -25.28 11.31 -0.061
O 8.09 -25.28 10.94 -0.224
P 9.05 -24.01 11.13 0.493
O 10.36 -24.19 10.43 -0.248
O 8.20 -22.63 10.71 -0.246
C 7.98 -22.29 9.38 -0.149
O 9.08 -23.83 12.71 -0.227
C 10.03 -22.91 13.28 -0.078
H 6.57 -25.72 12.29 0.074
H 6.14 -25.83 10.55 0.075
H 6.23 -24.29 11.35 0.084
H 8.21 -21.24 9.18 0.052
H 6.91 -22.38 9.18 0.074
H 8.61 -22.78 8.64 0.081
H 10.89 -23.54 13.52 0.054
H 9.65 -22.35 14.13 0.074
H 10.40 -22.14 12.59 0.072
C 3.54 -23.79 13.95 -0.119
O 4.52 -24.78 13.82 -0.238
P 4.86 -25.72 15.08 0.452
O 5.87 -26.79 14.76 -0.238
O 5.21 -24.64 16.18 -0.219
C 6.38 -23.79 16.09 -0.072
O 3.38 -26.21 15.53 -0.223
C 2.58 -26.99 14.64 -0.105
H 3.85 -22.90 13.40 0.077
H 3.32 -23.44 14.96 0.097
H 2.61 -24.08 13.45 0.089
H 7.12 -24.07 16.85 0.066
H 6.09 -22.75 16.24 0.089
H 6.85 -23.87 15.11 0.068
H 2.38 -27.88 15.23 0.093
H 3.18 -27.27 13.77 0.086
H 1.63 -26.56 14.33 0.089
C 9.44 -20.22 6.06 -0.110
O 9.40 -20.58 4.71 -0.236
P 10.66 -21.00 3.80 0.456
O 11.32 -22.24 4.23 -0.214
O 11.56 -19.68 3.96 -0.228
C 12.79 -19.49 3.28 -0.104
O 10.16 -20.99 2.24 -0.207
C 9.25 -20.01 1.73 -0.106
H 9.11 -19.18 6.00 0.083
H 10.48 -20.27 6.38 0.085
H 8.74 -20.77 6.69 0.082
H 12.63 -18.64 2.62 0.090
H 13.17 -20.34 2.73 0.092
H 13.61 -19.26 3.97 0.087
H 8.35 -20.43 1.27 0.087
H 9.73 -19.49 0.90 0.087
H 8.90 -19.30 2.47 0.085
C 11.89 -28.43 14.28 -0.079
O 10.88 -28.99 15.16 -0.229
P 10.20 -28.10 16.34 0.484
O 8.95 -28.68 16.90 -0.235
O 11.41 -27.87 17.43 -0.234
C 11.90 -28.83 18.34 -0.113
O 10.03 -26.66 15.63 -0.242
C 8.98 -26.51 14.70 -0.095
H 12.78 -29.07 14.26 0.091
H 12.23 -27.44 14.57 0.069
H 11.49 -28.32 13.27 0.068
H 12.83 -28.49 18.80 0.085
H 12.24 -29.77 17.90 0.085
H 11.18 -29.13 19.11 0.090
H 8.47 -27.45 14.52 0.058
H 9.39 -26.18 13.74 0.084
H 8.28 -25.74 15.01 0.066
```

Computed properties:
- Total charge: 0
- Kohn-Sham gap: 10.5 eV
- Multiplicity: 1

***

[2]
The following is a quantum chemistry calculation of a cluster of 7 separate species, C51H111N5O7 in total in a non-equilibrium geometry, from the Open Molecules 2025 dataset.

The geometry in XYZ format:
```
174
Properties=species:S:1:pos:R:3:lowdin_charge:R:1
C -0.39 1.34 3.67 -0.038
C -0.86 1.35 2.18 -0.470
C -2.27 0.59 2.03 -0.006
C -1.09 2.82 1.83 -0.109
C -1.29 3.02 0.21 -0.141
C 0.04 2.65 -0.39 -0.145
C 0.43 1.15 -0.12 -0.472
C -0.37 0.25 -1.01 -0.037
C 1.92 0.96 -0.44 -0.034
N 0.29 0.85 1.37 -0.084
O 0.64 -0.51 1.66 -0.030
H -0.14 0.35 4.05 0.074
H 0.44 2.03 3.83 0.077
H -1.09 1.85 4.34 0.080
H -3.06 1.00 2.66 0.055
H -2.61 0.68 1.00 0.050
H -2.06 -0.45 2.30 0.077
H -1.96 3.22 2.37 0.097
H -0.22 3.36 2.20 0.093
H -2.15 2.53 -0.23 0.097
H -1.54 4.08 0.11 0.077
H 0.84 3.35 -0.15 0.109
H 0.00 2.80 -1.47 0.111
H -0.37 0.57 -2.05 0.077
H -1.38 0.11 -0.63 0.076
H -0.08 -0.80 -1.06 0.079
H 2.08 1.48 -1.39 0.085
H 2.14 -0.10 -0.56 0.063
H 2.56 1.45 0.29 0.088
H 1.41 -0.24 2.17 0.078
C 3.22 -2.39 3.09 -0.034
C 2.58 -3.68 3.76 -0.474
C 1.13 -3.32 4.24 -0.012
C 2.59 -4.78 2.64 -0.113
C 2.32 -6.13 3.32 -0.198
C 3.36 -6.45 4.40 -0.117
C 3.33 -5.32 5.50 -0.478
C 2.17 -5.48 6.41 -0.051
C 4.60 -5.51 6.33 -0.056
N 3.50 -3.93 4.86 -0.106
O 3.60 -2.84 5.77 -0.020
H 3.01 -1.52 3.71 0.072
H 4.29 -2.56 3.01 0.078
H 2.83 -2.23 2.09 0.060
H 0.60 -2.98 3.35 0.073
H 0.51 -4.12 4.66 0.065
H 1.23 -2.48 4.93 0.077
H 1.80 -4.53 1.94 0.118
H 3.54 -4.89 2.11 0.100
H 1.37 -6.13 3.84 0.094
H 2.34 -6.90 2.54 0.108
H 4.32 -6.58 3.90 0.108
H 2.98 -7.41 4.75 0.121
H 2.04 -4.52 6.89 0.092
H 2.35 -6.16 7.25 0.085
H 1.25 -5.83 5.93 0.074
H 4.55 -6.41 6.95 0.084
H 4.81 -4.67 7.00 0.076
H 5.49 -5.55 5.70 0.079
H 4.52 -2.57 5.76 0.104
C 7.44 -5.39 -1.33 -0.040
C 6.48 -4.79 -0.28 -0.431
C 6.47 -5.78 0.98 -0.036
C 7.16 -3.45 0.31 -0.122
C 7.09 -2.36 -0.74 -0.195
C 5.59 -1.96 -1.03 -0.115
C 4.87 -3.25 -1.64 -0.420
C 3.30 -2.89 -1.48 -0.019
C 5.30 -3.32 -3.14 -0.037
N 5.16 -4.48 -0.84 -0.122
O 4.53 -5.56 -1.45 -0.015
H 7.20 -6.44 -1.48 0.081
H 7.55 -4.82 -2.26 0.066
H 8.48 -5.34 -0.99 0.077
H 5.96 -5.35 1.84 0.055
H 5.92 -6.71 0.82 0.065
H 7.41 -6.20 1.35 0.080
H 6.74 -3.08 1.25 0.110
H 8.23 -3.65 0.45 0.109
H 7.52 -1.44 -0.36 0.101
H 7.64 -2.51 -1.67 0.100
H 5.59 -1.19 -1.80 0.107
H 5.10 -1.46 -0.20 0.102
H 2.95 -2.35 -2.35 0.070
H 3.02 -2.51 -0.50 0.056
H 2.72 -3.81 -1.47 0.063
H 6.36 -3.27 -3.39 0.069
H 4.75 -2.52 -3.63 0.070
H 4.83 -4.15 -3.66 0.078
H 4.04 -5.98 -0.75 0.097
C -1.81 -3.51 -4.82 -0.032
C -1.29 -2.11 -5.38 -0.494
C -0.10 -1.75 -4.59 -0.045
C -1.10 -2.36 -6.92 -0.104
C -0.89 -1.06 -7.78 -0.217
C -2.00 -0.13 -7.56 -0.150
C -2.36 0.08 -5.99 -0.426
C -1.26 1.00 -5.44 -0.039
C -3.83 0.78 -5.97 -0.020
N -2.45 -1.18 -5.25 -0.151
O -3.03 -1.04 -3.99 -0.007
H -1.78 -3.64 -3.74 0.079
H -1.11 -4.24 -5.21 0.072
H -2.77 -3.73 -5.29 0.082
H 0.59 -1.05 -5.07 0.081
H 0.50 -2.64 -4.75 0.086
H -0.34 -1.65 -3.53 0.087
H -0.31 -3.09 -7.08 0.111
H -1.91 -2.90 -7.42 0.114
H -0.83 -1.30 -8.84 0.111
H 0.09 -0.64 -7.56 0.102
H -2.84 -0.52 -8.14 0.117
H -1.61 0.79 -7.99 0.118
H -1.21 0.86 -4.36 0.067
H -0.25 0.75 -5.75 0.062
H -1.45 2.04 -5.73 0.084
H -3.81 1.65 -6.63 0.070
H -4.53 0.07 -6.40 0.073
H -4.13 1.15 -4.99 0.067
H -3.92 -1.36 -4.18 0.102
C -5.22 3.00 3.73 -0.065
C -6.03 3.07 2.50 -0.491
C -6.67 4.54 2.46 -0.018
C -5.00 2.86 1.27 -0.097
C -5.71 2.79 -0.14 -0.201
C -6.56 1.61 -0.15 -0.155
C -7.61 1.57 1.05 -0.393
C -8.88 2.45 0.76 -0.018
C -8.02 0.05 1.20 -0.047
N -6.99 1.96 2.39 -0.123
O -7.86 2.07 3.45 -0.012
H -4.99 1.96 3.93 0.090
H -4.30 3.59 3.65 0.091
H -5.85 3.38 4.54 0.085
H -6.00 5.39 2.60 0.078
H -7.18 4.65 1.50 0.046
H -7.45 4.66 3.21 0.074
H -4.22 3.62 1.28 0.101
H -4.42 1.96 1.47 0.075
H -6.19 3.75 -0.35 0.106
H -4.93 2.82 -0.89 0.104
H -5.85 0.78 -0.14 0.119
H -7.04 1.55 -1.13 0.121
H -9.63 2.27 1.53 0.075
H -9.32 2.33 -0.23 0.083
H -8.58 3.48 0.95 0.053
H -8.30 -0.51 0.31 0.073
H -8.95 -0.08 1.76 0.068
H -7.25 -0.54 1.68 0.077
H -7.32 1.83 4.20 0.094
C 2.46 6.48 0.42 -0.052
C 1.71 7.25 1.54 -0.456
C 0.69 6.36 2.37 -0.039
O 2.70 7.78 2.40 -0.066
H 3.11 5.68 0.78 0.079
H 3.10 7.18 -0.11 0.077
H 1.84 5.93 -0.29 0.056
H 1.21 8.14 1.18 0.120
H 1.16 5.51 2.87 0.068
H -0.13 6.05 1.71 0.060
H 0.33 6.86 3.27 0.065
H 2.41 8.54 2.92 0.089
C -2.14 6.10 -2.52 -0.025
C -1.92 7.63 -2.16 -0.483
C -0.48 7.93 -1.78 -0.069
O -2.25 8.24 -3.37 -0.051
H -1.57 5.93 -3.44 0.086
H -3.20 5.87 -2.56 0.073
H -1.80 5.48 -1.69 0.044
H -2.54 7.99 -1.34 0.132
H -0.02 7.18 -1.14 0.050
H -0.32 8.89 -1.30 0.077
H 0.31 7.87 -2.52 0.086
H -2.09 9.16 -3.16 0.088
```

Computed properties:
- Total charge: 0
- Relative energy (zero: lowest compared OMol25 entry of this formula, charge and spin): 110.2 kcal per mole
- Kohn-Sham gap: 8.5 eV
- Multiplicity: 1
- Structure (SMILES): CC1(C)CCCC(C)(C)N1O.CC1(C)CCCC(C)(C)N1O.CC1(C)CCCC(C)(C)N1O.CC1(C)CCCC(C)(C)N1O.CC1(C)CCCC(C)(C)N1O.CC(C)O.CC(C)O

***

Question: What is the total charge in the first record?
Answer: 0

***

Question: What is the total charge in the second record?
Answer: 0